Run i
DFT (ωB97M-V/def2-TZVPD) results for a cluster of 6 separate species, C8H28O6 in total.

The geometry in ORCA input format:
```
! wB97M-V def2-TZVPD RIJCOSX def2/J DEFGRID3
* xyz 0 1
C 3.6442 4.4133 -3.8513
C 3.1437 3.3484 -2.9179
O 2.3652 3.7020 -1.7561
H 2.8310 4.9820 -4.3024
H 4.2332 3.9975 -4.6688
H 4.3096 5.0807 -3.3038
H 4.0246 2.7532 -2.6774
H 2.4702 2.7509 -3.5324
H 1.7573 2.9646 -1.6639
C -1.8046 -1.0828 4.6610
C -1.4532 0.3997 4.8182
O -1.3352 1.0216 3.5328
H -1.7270 -1.5515 5.6420
H -1.2503 -1.7078 3.9609
H -2.8339 -1.2829 4.3631
H -0.4908 0.5258 5.3143
H -2.1472 0.9149 5.4823
H -2.2066 1.3463 3.2946
C -4.2895 -3.5861 -1.5886
O -5.7351 -3.4441 -1.4263
H -4.1077 -4.4997 -2.1546
H -3.8446 -2.6434 -1.9072
H -3.8146 -3.6530 -0.6098
H -6.2017 -3.4014 -2.2641
C 4.1707 -2.0464 4.4359
O 4.1533 -2.0761 3.0486
H 5.1427 -2.4384 4.7354
H 4.0164 -1.0253 4.7849
H 3.3951 -2.6337 4.9275
H 4.9568 -1.6359 2.7619
C 0.7449 -1.0724 -0.0817
O 0.4246 0.3361 -0.1642
H 1.5400 -1.4569 -0.7205
H 1.0595 -1.3143 0.9335
H -0.1374 -1.7112 -0.1200
H 0.0485 0.6681 0.6543
C -2.2323 1.0432 -4.5551
O -3.5064 0.7991 -5.0246
H -1.4751 0.8225 -5.3075
H -1.9843 2.0708 -4.2895
H -1.9836 0.3579 -3.7448
H -3.8704 -0.0349 -4.7189
*
```

## Properties
- E_LUMO: 0.39 eV
- HOMO: -10.10 eV
- Kohn-Sham gap: 0.385 hartree
- SMILES string: CCO.CCO.CO.CO.CO.CO

---

Run ii
DFT (ωB97M-V/def2-TZVPD) results for a cluster of 6 separate species, C8H28O6 in total.

The geometry in ORCA input format:
```
! wB97M-V def2-TZVPD RIJCOSX def2/J DEFGRID3
* xyz 0 1
C -1.0587 -2.0253 -2.7585
C 0.0926 -1.4020 -3.4760
C -0.3146 -0.0649 -4.1113
O 1.1101 -1.1799 -2.5085
H -1.5057 -1.4892 -1.9213
H -0.7017 -2.9580 -2.3219
H -1.8557 -2.2529 -3.4664
H 0.3721 -2.0671 -4.2931
H -0.5547 0.7002 -3.3731
H -1.1627 -0.1877 -4.7849
H 0.4484 0.3651 -4.7602
H 0.7861 -0.5199 -1.8912
C -3.0279 2.5810 -0.6902
O -2.3452 1.4383 -1.1557
H -2.3472 2.8796 0.1070
H -3.0878 3.4608 -1.3308
H -4.0299 2.4324 -0.2877
H -2.8203 1.1666 -1.9445
C -2.0416 -2.1409 1.9011
O -1.2145 -2.3409 3.0774
H -1.5506 -2.6161 1.0519
H -3.0090 -2.5932 2.1193
H -2.1930 -1.0939 1.6386
H -1.2053 -1.5275 3.5872
C 2.3390 3.4692 2.9602
O 2.5681 2.9067 4.2609
H 2.3981 2.7163 2.1743
H 1.3727 3.9394 2.7780
H 3.1750 4.1310 2.7338
H 1.8891 2.2521 4.4400
C 2.9043 -2.0859 1.0748
O 3.7241 -1.3153 1.8815
H 1.9468 -2.3030 1.5482
H 2.6773 -1.5286 0.1659
H 3.3078 -3.0648 0.8161
H 3.8249 -1.7080 2.7517
C 0.4385 0.7787 0.8899
O -0.1662 -0.0779 -0.0603
H 1.3658 0.3551 1.2757
H 0.6773 1.7800 0.5316
H -0.2233 0.9171 1.7449
H -1.0026 0.2735 -0.3742
*
```

## Properties
- E_LUMO: 0.32 eV
- HOMO: -9.78 eV
- Kohn-Sham gap: 0.371 hartree
- SMILES string: CC(C)O.CO.CO.CO.CO.CO

---

Run iii
DFT (ωB97M-V/def2-TZVPD) results for a cluster of 6 separate species, C8H28O6 in total.

The geometry in ORCA input format:
```
! wB97M-V def2-TZVPD RIJCOSX def2/J DEFGRID3
* xyz 0 1
C -1.6869 1.2855 -2.5142
C -1.4192 1.8548 -3.9028
O -2.0865 3.1241 -4.0406
H -1.5323 2.0317 -1.7308
H -1.0975 0.3911 -2.2995
H -2.7517 1.0540 -2.4313
H -1.8694 1.1835 -4.6302
H -0.3577 2.0431 -4.0835
H -1.7475 3.6996 -3.3462
C 0.8838 -2.6594 -0.7418
C -0.1716 -3.7565 -0.7775
O -0.6312 -3.9956 -2.1149
H 1.8510 -2.9465 -1.1493
H 1.0127 -2.4409 0.3210
H 0.5000 -1.7596 -1.2213
H -0.9992 -3.3561 -0.1817
H 0.2389 -4.6893 -0.3795
H -1.4128 -4.5502 -2.0194
C 3.7534 -2.4660 1.6692
C 2.9196 -1.4926 2.4718
O 2.5885 -0.3707 1.6704
H 4.5403 -2.0136 1.0639
H 3.1349 -2.8467 0.8513
H 4.0816 -3.2873 2.2986
H 3.4248 -1.2263 3.4118
H 2.0048 -1.9659 2.8589
H 2.1169 0.2615 2.2207
C -1.8698 -0.3239 0.9178
C -0.8240 0.6942 1.2841
O -1.3530 2.0051 1.1872
H -2.2587 -0.0396 -0.0632
H -2.7393 -0.3491 1.5783
H -1.4219 -1.3155 0.8633
H -0.0073 0.5098 0.5706
H -0.4018 0.5124 2.2818
H -0.7025 2.5851 1.6237
O -1.8947 4.3745 -0.4010
H -2.0493 5.1439 0.1567
H -1.9410 3.6104 0.2017
O 0.4515 3.7276 2.5818
H 0.5070 3.4635 3.5087
H 1.2170 4.2957 2.4352
*
```

## Properties
- E_LUMO: -0.03 eV
- HOMO: -9.70 eV
- Kohn-Sham gap: 0.355 hartree
- SMILES string: CCO.CCO.CCO.CCO.O.O

---

Run iv
DFT (ωB97M-V/def2-TZVPD) results for a cluster of 6 separate species, C8H28O6 in total.

The geometry in ORCA input format:
```
! wB97M-V def2-TZVPD RIJCOSX def2/J DEFGRID3
* xyz 0 1
C 3.6753 -6.3284 3.8030
C 3.4724 -4.9472 3.0151
C 2.3182 -5.0947 2.0914
O 3.2297 -3.8951 3.9524
H 4.6117 -6.4388 4.3498
H 3.6295 -7.1595 3.0992
H 2.8696 -6.3814 4.5352
H 4.4119 -4.6676 2.5382
H 2.4137 -5.8999 1.3629
H 2.1238 -4.1371 1.6085
H 1.3916 -5.2515 2.6437
H 3.9381 -3.9511 4.5979
C 3.8906 0.2403 0.7674
O 2.6945 0.2432 1.4321
H 3.9754 1.1890 0.2374
H 4.6499 0.1754 1.5467
H 4.0558 -0.5274 0.0113
H 2.7723 -0.3265 2.2008
C -0.5064 7.4460 3.6540
O -1.0741 6.5534 2.7645
H 0.5543 7.2592 3.8215
H -0.5545 8.4716 3.2881
H -0.9930 7.3771 4.6270
H -0.5511 6.4279 1.9693
C 0.1230 2.2065 -2.3561
O 0.1238 0.8074 -1.9845
H 1.1563 2.5456 -2.2827
H -0.1705 2.2811 -3.4032
H -0.5548 2.7641 -1.7098
H 0.6522 0.7854 -1.1834
C -3.1669 -1.9391 -4.6098
O -3.2999 -0.9628 -3.6044
H -2.6455 -1.4819 -5.4507
H -2.6055 -2.8052 -4.2593
H -4.1171 -2.2596 -5.0369
H -2.5254 -0.7234 -3.0902
C -7.0563 3.2111 -4.0583
O -5.7491 3.0498 -4.6147
H -7.5938 2.6446 -4.8187
H -7.1352 2.8754 -3.0243
H -7.1683 4.2771 -4.2564
H -5.2659 2.3471 -4.1740
*
```

## Properties
- E_LUMO: 0.48 eV
- HOMO: -9.85 eV
- Kohn-Sham gap: 0.380 hartree
- SMILES string: CC(C)O.CO.CO.CO.CO.CO

---

The structure with the most favorable energy is run iii; the runner-up is 37.3 kcal/mol above it.

---

Run i
DFT (ωB97M-V/def2-TZVPD) results for a cluster of 2 separate species, CH4O2P in total.

The geometry in ORCA input format:
```
! wB97M-V def2-TZVPD RIJCOSX def2/J DEFGRID3
* xyz -1 1
C 0.6576 0.9805 -1.2256
O -2.2849 0.0003 1.2433
O -0.6135 -1.8503 1.2814
P -0.8263 -0.2071 1.3581
H 0.2299 1.1311 -2.1833
H 1.4919 0.2330 -1.3316
H 1.1188 1.8542 -0.8002
H 0.2264 -2.1416 1.6578
*
```

## Properties
- E_LUMO: 4.06 eV
- HOMO: -1.68 eV
- Kohn-Sham gap: 0.211 hartree

---

Run ii
DFT (ωB97M-V/def2-TZVPD) results for a cluster of 2 separate species, CH4O2P in total.

The geometry in ORCA input format:
```
! wB97M-V def2-TZVPD RIJCOSX def2/J DEFGRID3
* xyz -1 1
C -0.5730 0.9549 0.1236
O -0.4413 -2.1819 0.0815
O 2.0812 0.2757 -0.5160
P 1.1172 0.0602 0.5826
H -0.7426 0.4448 -0.7107
H -0.4959 1.9684 0.0327
H -1.1810 0.7154 0.9902
H 0.2354 -2.2374 -0.5840
*
```

## Properties
- E_LUMO (alpha / beta): 4.49 / 4.49 eV
- HOMO (alpha / beta): -3.40 / -3.40 eV
- Kohn-Sham gap (alpha / beta): 0.290 / 0.290 hartree

---

The structure with the most favorable energy is run i; the runner-up is 2.4 kcal/mol above it.

---

Run i
DFT (ωB97M-V/def2-TZVPD) results for an isolated molecule of C21H26N2O5.

The geometry in ORCA input format:
```
! wB97M-V def2-TZVPD RIJCOSX def2/J DEFGRID3
* xyz 0 1
C 3.7173 4.2140 0.2836
C 4.1676 2.7775 0.0480
C 4.0895 1.9497 1.3281
C 4.5599 0.5022 1.1188
C 3.6411 -0.2506 0.2054
C 3.9697 -0.4596 -1.0903
C 3.0972 -1.1317 -2.0289
O 3.3346 -1.3148 -3.1970
O 1.8972 -1.5798 -1.5360
C 1.5441 -1.4071 -0.2455
C 0.3011 -1.9182 0.1250
C -0.1431 -1.7595 1.4269
O -1.3378 -2.1784 1.9032
C -2.2186 -2.8840 1.0520
C -2.6910 -2.1586 -0.2176
O -2.7094 -2.7715 -1.2714
N -3.1018 -0.8853 -0.1124
C -3.1566 -0.0600 1.0722
C -2.1609 1.0982 0.9594
C -2.3811 1.9050 -0.3248
C -3.6706 2.7235 -0.2613
N -3.7555 3.6725 -1.2218
O -4.5497 2.5609 0.5543
C -2.4093 0.9578 -1.5342
C -3.4358 -0.1523 -1.3168
C 0.6760 -1.1023 2.3604
C 1.9010 -0.6131 1.9926
C 2.3700 -0.7415 0.6765
H 3.7779 4.7888 -0.6372
H 2.6887 4.2394 0.6376
H 4.3468 4.6946 1.0296
H 3.5398 2.3213 -0.7204
H 5.1954 2.7769 -0.3211
H 4.7192 2.4124 2.0913
H 3.0608 1.9540 1.6943
H 4.6175 -0.0033 2.0843
H 5.5611 0.5171 0.6851
H 4.9087 -0.1204 -1.4986
H -0.2772 -2.4226 -0.6311
H -3.0883 -3.1177 1.6739
H -1.7638 -3.8251 0.7196
H -2.9457 -0.6459 1.9638
H -4.1659 0.3559 1.1529
H -2.2838 1.7484 1.8261
H -1.1412 0.7058 0.9607
H -1.5523 2.6122 -0.4452
H -3.0231 3.8360 -1.8884
H -4.5775 4.2524 -1.2576
H -2.6503 1.5010 -2.4490
H -1.4218 0.5065 -1.6561
H -3.4301 -0.8555 -2.1510
H -4.4379 0.2738 -1.2056
H 0.3130 -0.9981 3.3702
H 2.5126 -0.1226 2.7321
*
```

## Properties
- E_LUMO: 0.12 eV
- HOMO: -8.49 eV
- Kohn-Sham gap: 0.317 hartree
- SMILES string: CCCCc1cc(=O)oc2cc(OCC(=O)N3CCC(C(N)=O)CC3)ccc12

---

Run ii
DFT (ωB97M-V/def2-TZVPD) results for a structure of composition C21H26N2O5.

The geometry in ORCA input format:
```
! wB97M-V def2-TZVPD RIJCOSX def2/J DEFGRID3
* xyz 0 1
C 4.4979 0.3764 4.2878
H 4.2740 -0.7360 4.3529
H 5.5176 0.2780 3.9033
H 4.4674 0.8701 5.1765
C 3.8906 0.9325 3.0829
N 2.3044 0.9925 3.4786
C 1.6623 -0.2082 3.3904
C 1.4189 -0.8487 1.8607
H 2.3272 -0.8291 1.3043
H 0.9115 -1.7268 1.7568
C 0.2717 0.1651 1.4194
N 0.2590 0.0207 -0.0303
C 0.5815 1.1705 -1.1516
O 0.7427 2.2143 -0.8401
C 0.1247 0.4991 -2.3950
C -0.4495 -0.5722 -2.1428
C -0.7962 -1.5597 -3.2753
O -0.7243 -2.7994 -2.9288
C -1.4938 -1.3579 -4.4978
C -1.8076 -1.8614 -5.5199
C -2.2065 -1.0372 -6.4515
C -2.4494 0.2656 -5.6157
O -1.9265 0.0239 -4.5039
C -2.9685 1.6378 -6.0821
H -3.1006 1.2329 -7.2200
H -3.7326 1.7997 -5.6381
H -1.9610 2.4204 -6.1558
H -2.7208 -1.3055 -7.4470
H -1.5324 -2.8367 -5.6842
C -0.3511 -0.9915 -0.7890
C -1.6628 -1.5976 -0.1648
C -2.7800 -1.1087 -0.4423
C -3.7929 -1.8145 0.4089
C -2.8249 -2.5540 1.0762
O -1.5933 -2.3930 0.7602
H -3.2878 -3.4990 1.9065
H -4.7053 -1.8516 0.4310
H -3.3766 -0.1150 -1.0632
H 0.3641 -1.9127 -0.5876
O 0.1091 1.3465 -3.2576
H 0.4710 2.3495 -3.1608
H 0.6368 1.4170 1.6639
H -0.5513 0.2694 1.8579
H 0.8176 -0.3147 3.8875
H 2.3651 -1.3005 3.8294
C 1.8193 1.6475 4.4570
C 0.4625 2.3525 4.3085
H 0.4764 2.9938 3.3598
H -0.2982 1.3551 4.2806
H 0.1851 2.8762 5.4277
H 2.5531 2.3655 4.7707
H 1.8249 0.9364 5.5160
H 3.9251 1.8241 2.8836
H 3.8330 0.4988 2.2063
*
```

## Properties
- E_LUMO: 0.10 eV
- HOMO: -7.48 eV
- Kohn-Sham gap: 0.279 hartree

---

The structure with the most favorable energy is run i; the runner-up is 551.8 kcal/mol above it.

---

Run i
DFT (ωB97M-V/def2-TZVPD) results for an isolated molecule of C3H5NO2S2.

The geometry in ORCA input format:
```
! wB97M-V def2-TZVPD RIJCOSX def2/J DEFGRID3
* xyz 0 1
C -1.2917 -0.9112 -0.0273
C -1.0480 0.5593 -0.0402
C 2.2411 0.6554 0.2871
H -0.6258 -2.5413 0.2762
H 0.0385 0.8287 0.1820
H 4.0202 0.1793 -0.5576
H 4.0009 1.7415 0.2264
H 1.7709 1.4796 0.7833
N 3.5114 0.8841 -0.0479
O -0.2126 -1.7233 -0.1585
O -2.4230 -1.3106 0.2401
S -2.1801 1.6495 -0.0863
S 1.4233 -0.7386 -0.0728
*
```

## Properties
- E_LUMO: -1.00 eV
- HOMO: -7.44 eV
- Kohn-Sham gap: 0.237 hartree

---

Run ii
DFT (ωB97M-V/def2-TZVPD) results for an isolated molecule of C3H5NO2S2.

The geometry in ORCA input format:
```
! wB97M-V def2-TZVPD RIJCOSX def2/J DEFGRID3
* xyz 0 1
O 2.1108 -1.0663 1.5599
C 1.0797 -0.6059 1.1964
O -0.1214 -0.6385 1.7986
C -1.0758 0.1732 1.1317
C -0.4918 0.5452 -0.2639
S -1.4670 -0.4699 -1.4977
N 0.8911 0.1868 -0.1036
S 2.1046 0.3910 -1.2401
H -1.1833 0.8677 1.9067
H -2.0498 -0.2984 0.9675
H -0.5752 1.5763 -0.6501
H -0.6557 -0.4555 -2.6116
H 1.4339 -0.2057 -2.1937
*
```

## Properties
- E_LUMO: 0.42 eV
- HOMO: -9.18 eV
- Kohn-Sham gap: 0.353 hartree
- SMILES string: O=C1OC[C@H](S)N1S

---

The structure with the most favorable energy is run ii; the runner-up is 77.5 kcal/mol above it.

---

Run i
DFT (ωB97M-V/def2-TZVPD) results for an isolated molecule of C3H5NO2S2.

The geometry in ORCA input format:
```
! wB97M-V def2-TZVPD RIJCOSX def2/J DEFGRID3
* xyz 0 1
S -0.6429 -1.9830 -1.7529
C -1.4862 -1.1935 -0.5617
N -1.1041 -0.7976 0.6643
O 0.1790 -1.1481 1.1402
C 1.1469 -0.3606 0.3811
O 1.0653 1.0005 0.8652
C 0.7425 1.8226 -0.0885
S 0.4429 3.3638 0.2562
H -2.4776 -0.7857 -0.9071
H -1.7676 -0.3168 1.2358
H 2.1843 -0.6478 0.6099
H 0.9767 -0.3507 -0.6899
H 0.7406 1.3970 -1.1526
*
```

## Properties
- E_LUMO: 0.24 eV
- HOMO: -8.95 eV
- Kohn-Sham gap: 0.338 hartree
- SMILES string: S=CNOCOC=S

---

Run ii
DFT (ωB97M-V/def2-TZVPD) results for an isolated molecule of C3H5NO2S2.

The geometry in ORCA input format:
```
! wB97M-V def2-TZVPD RIJCOSX def2/J DEFGRID3
* xyz 0 1
N -0.2820 -1.5109 0.3091
C 0.0039 -0.0873 0.3972
C -1.1432 0.6690 -0.3429
O -1.2268 1.8753 -0.4053
O -2.0300 -0.1351 -0.9018
C 1.3857 0.2923 -0.1437
S 2.4433 -0.8262 -0.6747
S 1.8320 1.9712 -0.1308
H -0.3280 -1.8944 1.2605
H 0.4739 -1.9941 -0.1765
H -0.0258 0.2491 1.4460
H -1.6832 -1.0390 -0.6843
H 0.5801 2.4300 0.0471
*
```

## Properties
- E_LUMO: -0.66 eV
- HOMO: -9.36 eV
- Kohn-Sham gap: 0.320 hartree
- SMILES string: N[C@H](C(=O)O)C(=S)S

---

Run iii
DFT (ωB97M-V/def2-TZVPD) results for an isolated molecule of C3H5NO2S2.

The geometry in ORCA input format:
```
! wB97M-V def2-TZVPD RIJCOSX def2/J DEFGRID3
* xyz 0 1
C 1.2159 -1.1278 0.3072
C -0.8367 -0.0843 -0.4208
C -0.8591 1.0805 0.5750
N -0.1752 -1.2181 0.0538
O 1.8486 -1.9106 0.9757
O 1.8065 0.3729 -1.7604
S 0.7758 1.8087 0.7505
S 2.0724 0.3251 -0.3228
H -1.8481 -0.4067 -0.9803
H -0.3753 0.4167 -1.2926
H -1.6246 1.9679 0.2880
H -1.1449 0.7135 1.5166
H -0.8555 -1.9378 0.3101
*
```

## Properties
- E_LUMO: -0.18 eV
- HOMO: -9.69 eV
- Kohn-Sham gap: 0.350 hartree

---

The structure with the most favorable energy is run ii; the runner-up is 42.0 kcal/mol above it.

---

Run i
DFT (ωB97M-V/def2-TZVPD) results for a structure of composition C4H5N.

The geometry in ORCA input format:
```
! wB97M-V def2-TZVPD RIJCOSX def2/J DEFGRID3
* xyz 0 1
N 0.6893 1.3355 -0.3261
C 1.2447 0.2236 -0.0132
C 0.4401 -0.9749 0.2317
C -0.8566 -0.6483 0.1093
C -1.7620 0.3025 0.0834
H 1.3693 2.0839 -0.4249
H 2.3292 0.1051 0.0900
H 0.8647 -1.9459 0.4483
H -1.9499 -0.9737 0.6046
H -2.3688 0.4921 -0.8033
*
```

## Properties
- E_LUMO: 0.87 eV
- HOMO: -8.15 eV
- Kohn-Sham gap: 0.331 hartree

---

Run ii
DFT (ωB97M-V/def2-TZVPD) results for an isolated molecule of C4H5N.

The geometry in ORCA input format:
```
! wB97M-V def2-TZVPD RIJCOSX def2/J DEFGRID3
* xyz 0 1
C -0.3440 -0.9770 -1.2090
C -0.4341 -1.7677 -0.1982
C -0.4207 0.0824 -0.0213
C 0.6524 0.3778 1.0067
N 0.6035 1.1185 -0.2176
H -0.2955 -0.6921 -2.2600
H -1.4107 0.4506 0.2213
H 1.4334 -0.3580 1.1755
H 0.3709 0.9549 1.8882
H 1.2913 0.7509 -0.8682
*
```

## Properties
- E_LUMO: 1.12 eV
- HOMO: -9.81 eV
- Kohn-Sham gap: 0.402 hartree

---

The structure with the most favorable energy is run i; the runner-up is 7.3 kcal/mol above it.